Record 1
Formula: C4H12NO2
Source: the Open Molecules 2025 dataset
Level of theory: wB97M-V/def2-TZVPD

The calculation puts the total energy at -9927.4129 eV. The calculation puts the orbital gap at 6.54 eV. The value obtained for the energy above the lowest of the compared OMol25 structures with the same formula, charge and spin is 18.7 kcal/mol. The multiplicity is 1. The total charge is -1. For the HOMO energy, the calculation gives -2.717 eV. The calculation puts the max |F| at 0.61 eV/A.

Positions of all 19 atoms, in Å:
1 N 1.7455 -1.9786 1.2917
2 C 1.0850 -0.8705 2.0978
3 O -0.0705 -0.5105 1.5545
4 H 0.9783 -2.5867 1.0240
5 H 2.3827 -2.5116 1.8794
6 H 0.9812 -1.2450 3.1502
7 H 1.8636 -0.0625 2.1046
8 C -1.7501 1.1414 -0.2782
9 C -0.7272 0.4740 -1.1745
10 C 0.6646 1.0369 -0.9385
11 O -1.1390 0.7623 -2.5417
12 H -2.7439 0.7157 -0.3929
13 H -1.8069 2.1806 -0.6240
14 H -1.3951 1.0749 0.7449
15 H -0.7077 -0.6044 -1.0300
16 H 1.1335 0.6229 -0.0540
17 H 0.5884 2.1229 -0.8316
18 H 1.3241 0.8554 -1.7959
19 H -0.6064 0.2009 -3.1222

Record 2
Formula: C45H43N3P2S7Tc
Source: the Open Molecules 2025 dataset
Level of theory: wB97M-V/def2-TZVPD

The calculation puts the total energy at -148454.8388 eV. The calculation puts the orbital gap (spin up / spin down) at 4.71 / 5.50 eV. The multiplicity is 2. The total charge is 0. For the HOMO energy (spin up / spin down), the calculation gives -6.502 / -6.537 eV. The calculation puts the max |F| at 1.25 eV/A.

Positions of all 101 atoms, in Å:
1 Tc -0.9807 -0.1138 -0.1449
2 S 0.2680 -2.7055 -2.3890
3 P 1.6288 -1.8367 -1.2757
4 C 0.8947 -0.6269 -0.1874
5 P 0.6883 -0.3768 1.5571
6 S -2.7484 0.4492 3.5745
7 C 1.7697 0.9765 2.1200
8 C 2.6350 1.6501 1.2676
9 C 3.4110 2.6997 1.7481
10 C 3.3137 3.0860 3.0767
11 C 2.4436 2.4190 3.9336
12 C 1.6753 1.3678 3.4586
13 C 1.2704 -1.7207 2.6369
14 C 2.6323 -1.8887 2.8899
15 C 3.0552 -2.8549 3.7882
16 C 2.1258 -3.6600 4.4402
17 C 0.7734 -3.5006 4.1876
18 C 0.3463 -2.5325 3.2857
19 C 2.6215 -3.0672 -0.3923
20 C 4.0058 -2.9732 -0.2783
21 C 4.7186 -3.9879 0.3457
22 C 4.0520 -5.0815 0.8749
23 C 2.6671 -5.1665 0.7862
24 C 1.9520 -4.1642 0.1498
25 C 2.7862 -0.8991 -2.3100
26 C 2.6285 0.4776 -2.4537
27 C 3.4073 1.1781 -3.3661
28 C 4.3258 0.5008 -4.1551
29 C 4.4563 -0.8801 -4.0449
30 C 3.6903 -1.5803 -3.1263
31 H 2.7145 1.3435 0.2295
32 H 4.0956 3.2118 1.0813
33 H 3.9232 3.9010 3.4483
34 H 2.3606 2.7222 4.9703
35 H 0.9952 0.8418 4.1211
36 H 3.3575 -1.2598 2.3868
37 H 4.1138 -2.9745 3.9879
38 H 2.4621 -4.4083 5.1484
39 H 0.0446 -4.1150 4.7019
40 H -0.7128 -2.3909 3.1076
41 H 4.5271 -2.1140 -0.6827
42 H 5.7972 -3.9219 0.4224
43 H 4.6113 -5.8707 1.3622
44 H 2.1467 -6.0191 1.2036
45 H 0.8755 -4.2298 0.0485
46 H 1.8851 0.9931 -1.8568
47 H 3.2894 2.2505 -3.4667
48 H 4.9396 1.0466 -4.8607
49 H 5.1507 -1.4119 -4.6847
50 H 3.7827 -2.6573 -3.0443
51 C -3.7957 -0.3984 0.2900
52 N -2.7034 -1.3893 0.0147
53 C -2.6845 -2.3996 1.0948
54 C -2.9331 -1.9459 -1.3260
55 C -3.6162 -3.1212 -1.5522
56 C -3.9526 -3.4828 -2.8525
57 C -3.6757 -2.6052 -3.8886
58 C -2.9693 -1.4304 -3.6597
59 C -2.5028 -1.1312 -2.3810
60 N -1.6676 -0.0835 -1.9936
61 C -1.0687 0.8371 -2.8523
62 C -0.6189 0.5870 -4.1485
63 C -0.0648 1.6123 -4.9028
64 C 0.0557 2.8899 -4.3742
65 C -0.3129 3.1161 -3.0532
66 C -0.8277 2.0822 -2.2890
67 N -1.1289 2.2367 -0.8700
68 C -0.0727 2.9890 -0.1626
69 C -2.4508 2.8440 -0.6634
70 H -4.7555 -0.9204 0.2912
71 H -3.6348 0.0604 1.2724
72 H -3.8131 0.3605 -0.4896
73 H -3.6690 -2.8532 1.2210
74 H -1.9469 -3.1671 0.8633
75 H -2.4267 -1.8853 2.0194
76 H -3.9032 -3.7655 -0.7299
77 H -4.4449 -4.4285 -3.0401
78 H -4.0072 -2.8367 -4.8943
79 H -2.7771 -0.7551 -4.4809
80 H -0.6599 -0.4238 -4.5308
81 H 0.2655 1.4094 -5.9146
82 H 0.4591 3.6976 -4.9723
83 H -0.1784 4.0987 -2.6133
84 H -0.1298 4.0621 -0.3703
85 H -0.1745 2.8360 0.9069
86 H 0.9037 2.6197 -0.4729
87 H -2.4224 3.9117 -0.9072
88 H -3.1852 2.3578 -1.3036
89 H -2.7489 2.7320 0.3780
90 C -6.0772 3.8701 1.6005
91 S -4.8757 2.6826 2.2711
92 C -3.5774 3.7768 2.7332
93 C -2.2936 3.4115 2.8971
94 S -1.5451 1.8262 2.6998
95 S -1.1768 4.6884 3.3200
96 C -2.2931 6.0074 3.2858
97 S -1.8837 7.5735 3.5250
98 S -3.9169 5.4774 2.9966
99 H -6.8749 3.2608 1.1784
100 H -5.6323 4.4841 0.8179
101 H -6.4869 4.4988 2.3900

Record 3
Formula: C31H43BeN4OPSi3
Source: the Open Molecules 2025 dataset
Level of theory: wB97M-V/def2-TZVPD

The calculation puts the total energy at -74178.4051 eV. The calculation puts the orbital gap at 7.30 eV. The multiplicity is 1. The total charge is 0. For the HOMO energy, the calculation gives -7.725 eV. The calculation puts the max |F| at 3.23 eV/A.

Positions of all 84 atoms, in Å:
1 Be -0.3493 -3.2362 0.7418
2 C -0.4188 -2.4656 -3.5727
3 Si 0.8601 -1.9717 -2.1905
4 C 2.5004 -1.9658 -3.1824
5 C 0.5023 -0.1353 -1.7165
6 C 0.9230 -3.0422 -0.6321
7 Si 0.8806 -4.9147 -0.9588
8 C 1.4285 -6.2222 0.2870
9 C -0.7378 -5.6233 -1.6478
10 C 2.2018 -5.2069 -2.1951
11 Si 2.2957 -2.6277 0.4960
12 C 2.4724 -0.7808 0.8677
13 C 4.0852 -3.3330 0.1338
14 C 1.7639 -3.1939 2.2621
15 C 2.5080 -3.1142 3.4383
16 C 1.8701 -3.4819 4.6223
17 C 0.4955 -3.9844 4.5702
18 C -0.1329 -3.9755 3.3686
19 N 0.4783 -3.5454 2.2284
20 H -0.0725 -1.8747 -4.4446
21 H -1.3434 -2.0666 -3.2136
22 H -0.4493 -3.5413 -3.8214
23 H 3.2242 -2.5539 -2.5684
24 H 2.9774 -0.9354 -3.3526
25 H 2.4396 -2.4412 -4.1720
26 H -0.0152 0.4437 -2.4689
27 H 1.5167 0.1998 -1.7830
28 H 0.0614 0.0665 -0.7218
29 H 2.4557 -6.0845 0.7062
30 H 1.3859 -7.2090 -0.2872
31 H 0.6957 -6.2776 1.1266
32 H -0.9389 -5.2857 -2.6962
33 H -1.6231 -5.2671 -1.1138
34 H -0.6017 -6.6905 -1.4325
35 H 2.1214 -4.6946 -3.0949
36 H 1.9596 -6.2000 -2.6228
37 H 3.2265 -5.2941 -1.8295
38 H 3.2423 -0.2851 0.2092
39 H 2.7452 -0.7925 1.9816
40 H 1.4823 -0.2202 0.8537
41 H 4.3959 -3.0500 -0.9075
42 H 4.2443 -4.3539 0.4951
43 H 4.8616 -2.5985 0.5835
44 H 3.5859 -2.8392 3.4009
45 H 2.3500 -3.4534 5.5679
46 H -0.1053 -4.1666 5.4541
47 H -1.1481 -4.3533 3.2546
48 N -4.0658 -2.6640 0.2992
49 C -2.7962 -2.2734 0.5702
50 O -1.8609 -3.1754 0.7028
51 C -2.6261 -0.8695 0.8312
52 C -1.4951 -0.3671 1.5619
53 N -0.4147 -0.2254 1.9936
54 C -3.7874 -0.0965 0.7540
55 N -4.7902 0.4097 0.5019
56 H -4.1945 -3.5658 -0.0735
57 H -4.8366 -2.0340 0.4628
58 C -2.0199 7.6258 2.1489
59 P -0.8796 6.2615 1.6259
60 C -2.0980 5.2304 0.7740
61 C -1.8688 4.5865 -0.4834
62 C -2.8773 3.9436 -1.1471
63 C -4.0980 3.6920 -0.4996
64 C -4.2213 4.0905 0.8053
65 C -3.2466 4.8127 1.4108
66 C 0.0063 7.1278 0.3193
67 C -0.5876 7.3873 -0.9459
68 C 0.1626 7.9349 -1.9558
69 C 1.4199 8.3428 -1.6086
70 C 1.9910 8.1946 -0.3393
71 C 1.3465 7.4147 0.5936
72 H -2.8219 7.8489 1.4279
73 H -1.4363 8.5851 2.3175
74 H -2.4567 7.3181 3.1260
75 H -0.8301 4.4061 -0.6788
76 H -2.6503 3.5367 -2.0863
77 H -4.8784 3.0280 -0.9628
78 H -5.1530 3.8337 1.3749
79 H -3.3237 5.0256 2.5150
80 H -1.5775 7.0510 -1.1328
81 H -0.2803 7.9457 -2.9609
82 H 2.0190 8.6927 -2.4390
83 H 3.0246 8.5406 -0.2696
84 H 1.9024 7.0433 1.4439

Record 4
Formula: C2H4F2S
Source: the Open Molecules 2025 dataset
Level of theory: wB97M-V/def2-TZVPD

The calculation puts the total energy at -18406.8257 eV. The calculation puts the orbital gap at 9.61 eV. The value obtained for the energy above the lowest of the compared OMol25 structures with the same formula, charge and spin is 54.6 kcal/mol. The multiplicity is 1. The total charge is 0. For the HOMO energy, the calculation gives -9.612 eV. The calculation puts the max |F| at 6.44 eV/A.

Positions of all 9 atoms, in Å:
1 C 0.1677 -0.6274 0.5512
2 C -0.7441 0.0249 -0.3821
3 H 1.4610 1.5231 -0.6848
4 H 0.0243 -1.7583 0.2764
5 H -0.1333 -0.3731 1.4778
6 H -0.4947 -0.1000 -1.4669
7 F -1.9617 -0.5920 -0.1775
8 F -0.9048 1.2075 0.2766
9 S 1.7750 -0.0760 -0.0943